13
Properties=species:S:1:pos:R:3:forces:R:3:nbo_charge:R:1 method="wB97M-V/def2-TZVPD" total_charge=+1 lumo_ev=-5.53 orbital_gap_ev=10.443 smiles="O=C(F)Cc1nnn(Cl)[nH+]1" homo_ha=-0.5870
O -2.34834 -0.62553 -0.64493 0.0770 0.0668 -0.0825 -0.50
C -1.36653 -1.26167 -0.81074 -0.2404 0.0509 0.1133 0.88
F -1.07106 -1.86745 -1.94521 -0.0420 -0.1028 -0.0596 -0.28
C -0.26715 -1.40572 0.22630 0.2172 -0.2729 -0.0556 -0.59
C 0.53851 -0.16259 0.18668 -0.1826 0.5574 0.1403 0.42
N 1.80767 0.00938 -0.16891 0.1574 -0.0116 0.0373 -0.19
N 2.09041 1.29479 -0.09764 -0.1683 -0.1546 0.0236 0.10
N 1.02186 1.90903 0.28553 -0.1531 -0.1025 -0.0074 0.01
Cl 0.87671 3.55501 0.50138 0.0035 0.0019 0.0115 0.38
N 0.02059 1.04243 0.47625 0.2451 -0.3242 -0.0597 -0.30
H 0.36028 -2.27332 0.04697 0.1463 0.0587 -0.1150 0.30
H -0.73616 -1.51271 1.20173 -0.0738 0.0365 0.0771 0.29
H -0.92679 1.29835 0.74260 0.0136 0.1965 -0.0234 0.49